[1]
Below is a molecular structure, C24H35IrN7O3 in a non-equilibrium geometry, with properties calculated with the ωB97M-V functional and the def2-TZVPD basis.

Computed properties:
HOMO-LUMO gap, eV: 6.178
HOMO, eV: -17.12
Energy relative to the best compared isomer or geometry (same formula, charge and spin), kJ/mol: 22.0
Total charge: +3

Structure (XYZ):
```
70
Properties=species:S:1:pos:R:3:mulliken_charge:R:1
Ir 0.30037 -0.02849 0.12912 3.480
O 1.85092 0.14585 7.10516 -0.609
N 0.82164 0.72933 6.85687 1.069
O 0.11380 1.30476 7.63672 -0.577
C 0.37751 0.75982 5.42633 -1.127
C -0.73572 1.47673 5.16877 -0.557
C -1.25242 1.58895 3.84013 0.824
C -2.38939 2.35088 3.50816 -0.687
C -2.79285 2.40613 2.19310 -1.060
C -2.09444 1.66142 1.23883 -0.375
N -1.02503 0.93911 1.54280 0.235
C -0.59342 0.92054 2.81416 0.612
C 0.57985 0.19030 3.07637 -0.214
N 1.18893 -0.37634 2.00784 -0.491
C 2.30232 -1.07566 2.16613 -0.296
C 2.87648 -1.25512 3.42012 -1.139
C 2.29292 -0.66710 4.52042 -0.599
C 1.10361 0.08310 4.37371 1.058
H -1.24128 1.98125 5.98231 0.672
H -2.93406 2.88090 4.27995 0.565
H -3.64306 2.99990 1.88875 0.491
H -2.42130 1.64889 0.20582 0.615
H 2.75635 -1.50029 1.28172 0.188
H 3.78438 -1.83321 3.51823 0.550
H 2.74369 -0.77830 5.49435 0.745
C 0.45480 -0.87074 -2.73283 -0.932
N 1.07479 -1.30594 -1.45790 0.009
C 2.54513 -1.09592 -1.54449 -0.969
C 0.77317 -2.70486 -1.14359 -0.918
C -0.68876 -2.82343 -0.82030 -0.653
N -1.03326 -1.89907 0.28825 0.048
C -2.45654 -1.51231 0.21010 -1.146
C -0.75192 -2.54976 1.58789 -1.302
H 0.69596 -1.57817 -3.52979 0.345
H 0.84364 0.10578 -3.01629 0.279
H -0.63128 -0.81039 -2.65158 0.424
H 2.95585 -1.59364 -2.42706 0.432
H 3.04116 -1.50731 -0.66910 0.427
H 2.76378 -0.03331 -1.62171 0.180
H 1.38335 -3.01074 -0.29290 0.298
H 1.02527 -3.36075 -1.98152 0.488
H -0.92013 -3.85650 -0.55121 0.422
H -1.30030 -2.58127 -1.68769 0.475
H -3.09200 -2.40098 0.19254 0.400
H -2.64397 -0.94034 -0.69870 0.356
H -2.73499 -0.91931 1.07628 0.472
H -1.36492 -3.44657 1.70296 0.472
H -0.98858 -1.87222 2.40485 0.326
H 0.29382 -2.83835 1.65108 0.423
C 2.84673 2.57285 1.57663 -0.543
N 2.72864 3.28487 0.31712 0.198
C 3.48463 4.53707 0.19512 -0.628
C 3.77895 4.80998 -1.26283 -0.682
C 2.46414 4.83264 -2.00557 -0.636
N 1.69215 3.61706 -1.72502 0.179
C 0.64453 3.30283 -2.68827 -0.978
C 1.87225 2.86823 -0.63041 0.136
O 1.21621 1.76952 -0.51270 -1.274
H 3.88532 2.58440 1.90271 0.452
H 2.52111 1.54783 1.45386 -0.283
H 2.24093 3.05277 2.35207 0.348
H 4.40547 4.43480 0.76680 0.372
H 2.91233 5.35878 0.63526 0.307
H 4.42966 4.03078 -1.66454 0.304
H 4.28965 5.76433 -1.37339 0.381
H 2.62113 4.89515 -3.08209 0.395
H 1.87507 5.70687 -1.71407 0.331
H 1.07957 3.08475 -3.66508 0.344
H -0.01299 4.16477 -2.80946 0.379
H 0.06209 2.45409 -2.35116 0.171
```



[2]
Below is C24H35N3O3 in the gas phase, with properties calculated with the ωB97M-V functional and the def2-TZVPD basis.

Computed properties:
HOMO-LUMO gap, eV: 8.641
SMILES string: CCOC(=O)c1c(C)c(-c2ccccc2)n(CC(=O)NCCCN(CC)CC)c1C
HOMO, eV: -7.91
Energy relative to the best compared isomer or geometry (same formula, charge and spin), kJ/mol: 18.5

Structure (XYZ):
```
65
Properties=species:S:1:pos:R:3:mulliken_charge:R:1
C -5.46202 -0.35905 0.22104 -1.056
C -4.93742 -1.63653 0.86311 -0.358
O -3.56280 -1.52035 1.21650 -0.349
C -2.66068 -1.77252 0.24325 0.360
O -2.98931 -2.10351 -0.87470 -0.650
C -1.28550 -1.59141 0.69091 1.237
C -0.13944 -2.12280 0.02769 1.266
C -0.14604 -3.01005 -1.16828 -2.027
C 0.96429 -1.65223 0.70137 0.212
C 2.37426 -1.86790 0.38946 -0.147
C 3.27050 -0.80298 0.28543 0.520
C 4.59358 -1.02911 -0.04644 -1.053
C 5.04472 -2.31629 -0.28528 -0.564
C 4.16240 -3.37972 -0.19065 -0.841
C 2.83971 -3.15926 0.14406 -0.538
N 0.52809 -0.86188 1.74501 -0.018
C 1.35917 -0.20233 2.70875 -1.315
C 1.42922 1.32808 2.54702 0.968
O 1.85372 2.02678 3.44434 -0.728
N 0.99695 1.78986 1.36578 0.675
C 0.85179 3.19445 1.07143 -0.798
C 1.51141 3.58955 -0.25509 -1.079
C 1.37521 2.54179 -1.37749 -0.805
N 0.17133 1.72866 -1.29051 1.193
C 0.28530 0.48447 -2.04020 0.115
C 0.53171 0.60799 -3.54736 -1.681
C -1.06207 2.45654 -1.55923 -0.955
C -2.24217 1.84086 -0.81153 -0.890
C -0.82816 -0.82855 1.75836 -0.033
C -1.56789 -0.06075 2.79258 -1.731
H -4.94897 -0.18120 -0.72065 0.256
H -5.29625 0.49108 0.87907 0.271
H -6.52654 -0.45796 0.02882 0.411
H -5.45599 -1.84652 1.80142 0.338
H -5.05750 -2.47924 0.17396 0.354
H 0.79488 -2.93143 -1.70885 0.457
H -0.96995 -2.74304 -1.82370 0.482
H -0.28797 -4.04939 -0.87000 0.353
H 2.92894 0.20909 0.44737 0.336
H 5.27504 -0.19424 -0.12322 0.448
H 6.07840 -2.48912 -0.54513 0.397
H 4.50837 -4.38632 -0.37473 0.412
H 2.15740 -3.99030 0.23390 0.481
H 2.37631 -0.59736 2.64291 0.586
H 0.99403 -0.39723 3.72239 0.484
H 0.61173 1.18903 0.64311 -0.856
H 1.29933 3.75231 1.89740 0.555
H -0.21735 3.43117 1.03328 0.215
H 2.57746 3.75866 -0.09627 0.393
H 1.07801 4.54040 -0.56903 0.439
H 1.45760 3.06518 -2.34383 0.348
H 2.21827 1.84883 -1.30965 0.503
H 1.10850 -0.08760 -1.60183 -0.206
H -0.63200 -0.08118 -1.87441 -0.025
H 1.48608 1.08768 -3.75160 0.309
H 0.54775 -0.38661 -3.98427 0.525
H -0.25612 1.17825 -4.03341 0.273
H -1.29180 2.49536 -2.63432 0.357
H -0.92939 3.48552 -1.22124 0.482
H -3.12893 2.45364 -0.95562 0.543
H -2.02604 1.78003 0.25209 0.030
H -2.45698 0.83865 -1.17150 0.148
H -1.54012 -0.58729 3.74808 0.352
H -2.60691 0.04386 2.50015 0.295
H -1.12916 0.92548 2.93998 0.323
```



[3]
Below is C24H35N3O5S in the gas phase in a non-equilibrium geometry, with properties calculated with the ωB97M-V functional and the def2-TZVPD basis.

Computed properties:
HOMO-LUMO gap, eV: 8.720
SMILES string: CC[C@H]1CCCCN1CCCNC(=O)CS(=O)(=O)Cc1nc(-c2cccc(OC)c2)oc1C
HOMO, eV: -8.16
Energy relative to the best compared isomer or geometry (same formula, charge and spin), kJ/mol: 92.6

Structure (XYZ):
```
68
Properties=species:S:1:pos:R:3:mulliken_charge:R:1
C -4.11632 -2.54692 -2.02570 -1.419
C -4.69013 -1.38211 -1.22828 -0.416
C -3.62931 -0.29295 -0.97210 0.433
C -3.41816 0.61549 -2.19131 -0.537
C -4.59375 1.56443 -2.41024 -0.883
C -4.85829 2.35202 -1.13239 -0.744
C -5.06004 1.39273 0.03740 -0.927
N -3.88228 0.55860 0.18965 0.798
C -3.81702 -0.14067 1.46339 -0.860
C -3.41500 0.77788 2.63085 -1.029
C -2.35360 1.82318 2.24812 -0.874
N -1.45883 1.35787 1.21408 -0.090
C -0.26851 0.79806 1.47127 0.594
O 0.25420 0.76439 2.57019 -0.718
C 0.41371 0.20014 0.26042 -0.273
S 0.19231 -1.60327 0.43661 1.194
O -1.14843 -1.86158 0.89985 -0.741
O 0.56424 -2.24271 -0.79848 -0.742
C 1.40023 -2.05047 1.73473 -1.032
C 2.71707 -2.01671 1.08248 0.619
N 3.36864 -0.83957 0.83842 -0.428
C 4.44839 -1.16178 0.18222 0.399
C 5.46715 -0.24786 -0.28309 -0.156
C 6.56967 -0.70618 -0.99750 -0.825
C 7.52554 0.20073 -1.42117 -0.505
C 7.39125 1.54506 -1.14108 -0.622
C 6.28520 2.01184 -0.42336 0.767
O 6.24668 3.35127 -0.19869 -0.446
C 5.15916 3.87886 0.52471 -0.789
C 5.32256 1.11032 0.00494 -0.160
O 4.54765 -2.49001 -0.03437 -0.385
C 3.44462 -3.03642 0.52691 0.571
C 3.20477 -4.49576 0.42930 -1.517
H -3.79719 -2.22642 -3.01469 0.316
H -4.86460 -3.32743 -2.14735 0.428
H -3.25678 -2.96760 -1.50842 0.281
H -5.55183 -0.96931 -1.75482 0.277
H -5.03637 -1.76087 -0.26488 0.424
H -2.68770 -0.81884 -0.76594 -0.441
H -3.25851 0.00159 -3.07786 0.343
H -2.51563 1.21232 -2.03350 0.303
H -4.37059 2.24498 -3.23460 0.422
H -5.48737 1.00018 -2.68218 0.305
H -5.74016 2.98463 -1.24749 0.419
H -4.00127 2.99438 -0.91847 0.241
H -5.19555 1.96368 0.95856 0.515
H -5.97350 0.79596 -0.12196 0.312
H -4.77226 -0.62460 1.72335 0.420
H -3.06040 -0.92139 1.36655 0.410
H -3.02670 0.13695 3.42255 0.474
H -4.28450 1.30462 3.02786 0.434
H -1.75143 2.08537 3.11981 0.447
H -2.84177 2.72392 1.86671 0.327
H -1.95741 1.14968 0.35512 0.010
H 1.49095 0.34887 0.28741 0.159
H -0.01467 0.49736 -0.69060 0.400
H 1.29066 -1.28504 2.49920 0.279
H 1.13156 -3.03480 2.10326 0.508
H 6.66915 -1.75801 -1.21357 0.457
H 8.38526 -0.14464 -1.97541 0.391
H 8.12987 2.26109 -1.46462 0.446
H 4.21070 3.70222 0.00815 0.319
H 5.34186 4.95034 0.58865 0.229
H 5.10585 3.45837 1.53333 0.335
H 4.45470 1.41341 0.56608 0.583
H 3.00453 -4.91909 1.41210 0.350
H 4.07683 -4.98023 -0.00105 0.345
H 2.34094 -4.67958 -0.20909 0.275
```



Among the records above, which one has the lowest HOMO-LUMO gap? C24H35IrN7O3



What is the formula in the first record? C24H35IrN7O3